1.
10
Properties=species:S:1:pos:R:3:forces:R:3:lowdin_charge:R:1 method="wB97M-V/def2-TZVPD" mol_weight_g_mol=100.1 smiles="CC(=S)C=C=O" homo_ev=-8.5
C -1.9412 -0.2769 -0.4282 1.7 -1.1 -0.7 -0.128
C -0.6287 -0.7514 -0.8043 -0.2 -0.9 -1.2 -0.830
C -3.0127 -0.8435 -0.9360 -0.6 -1.0 -0.3 -0.199
C 0.6122 -0.3312 -0.1222 3.4 -1.2 0.3 -0.166
O -3.9453 -1.3999 -1.2938 -0.2 0.2 -0.1 0.242
S -0.4835 -1.8563 -2.0069 -0.1 -0.3 -0.2 0.703
H -2.0625 0.6592 -0.0557 -0.4 2.6 1.5 0.085
H 0.9840 -1.2631 0.5013 -0.8 1.9 -0.9 0.123
H 0.5537 0.5353 0.5058 -0.3 0.4 0.6 0.052
H 1.5601 -0.1350 -0.8143 -2.4 -0.5 1.0 0.119


2.
205
Properties=species:S:1:pos:R:3:forces:R:3:lowdin_charge:R:1 method="wB97M-V/def2-TZVPD" mol_weight_g_mol=1074.7 homo_ev=-7.1
C -5.9963 2.5772 -0.4691 -0.6 0.3 -2.1 -0.060
C -5.5900 1.0949 -0.7252 -1.7 0.1 -0.5 -0.315
C -5.3139 0.7076 -2.2168 -1.4 1.8 0.0 -0.171
O -4.9292 -0.6072 -2.4805 -5.0 -1.8 0.1 -0.265
C -6.0349 -1.5470 -2.3728 0.5 -0.4 -0.9 -0.039
N -4.4318 0.8651 0.0582 -2.9 1.7 -1.0 -0.052
H -6.2140 2.9208 0.5421 -0.3 -0.9 -0.1 0.076
H -6.8236 2.9341 -1.0827 -0.4 -0.5 -0.2 0.082
H -5.1778 3.2053 -0.8208 -0.2 -0.2 0.1 0.056
H -6.3838 0.4474 -0.3528 -0.2 -0.1 0.1 0.139
H -4.5373 1.3846 -2.5729 0.3 -0.2 0.0 0.105
H -6.1657 0.8858 -2.8732 -0.4 0.5 0.1 0.128
H -5.6427 -2.5018 -2.7232 0.2 0.0 0.1 0.091
H -6.8510 -1.3234 -3.0599 -0.1 0.5 -0.1 0.085
H -6.4727 -1.7240 -1.3904 0.4 0.5 0.3 0.090
H -4.1380 -0.1007 0.0902 -3.4 0.3 0.3 0.041
H -3.6920 1.2734 -0.4950 0.4 0.6 0.0 0.079
C -4.0823 3.5900 1.3627 -1.1 -1.4 0.0 -0.071
C -2.6781 3.6960 0.9160 0.7 -1.4 -0.8 -0.474
C -2.4919 4.0492 -0.5473 -0.2 1.3 -1.3 -0.140
O -3.2959 3.3351 -1.5022 -0.6 0.6 0.0 -0.264
C -2.9336 3.5229 -2.8754 -0.4 0.8 0.1 -0.079
N -1.9504 4.6310 1.6832 0.9 1.8 1.2 0.061
H -4.1998 3.2063 2.3762 0.4 0.7 0.5 0.098
H -4.5392 2.7425 0.8517 0.8 0.7 0.4 0.010
H -4.7365 4.4392 1.1656 0.3 0.3 0.2 0.105
H -2.1601 2.7458 1.0461 -0.5 -0.5 -0.2 0.098
H -1.4520 3.9484 -0.8578 0.0 0.1 0.2 0.101
H -2.7248 5.1096 -0.6450 -0.1 0.3 0.0 0.135
H -1.9682 3.0635 -3.0876 -0.5 1.3 -0.1 0.042
H -2.9787 4.5708 -3.1719 0.2 0.2 0.2 0.105
H -3.6637 3.0206 -3.5099 -0.2 -0.2 0.3 0.098
H -2.2945 4.6366 2.6328 -0.1 0.1 0.1 0.078
H -0.9680 4.4118 1.7662 0.2 0.0 -0.3 0.076
C -0.7022 -2.8791 4.0404 0.2 0.5 -0.3 -0.019
C -0.4998 -1.3527 3.8410 -1.8 -0.4 0.4 -0.314
C -1.8489 -0.5960 3.5131 0.8 -0.6 1.5 -0.031
O -2.2796 -0.7866 2.1664 3.7 4.5 4.0 -0.188
C -2.9257 0.3331 1.6468 0.5 2.4 0.5 -0.069
N 0.0576 -0.6942 4.9854 -2.7 1.4 1.1 0.007
H -1.4159 -3.2380 4.7820 -0.3 1.1 -0.1 0.068
H 0.1815 -3.4127 4.3901 0.3 0.2 -0.5 0.073
H -0.9839 -3.2704 3.0629 0.0 0.3 0.7 0.048
H 0.2384 -1.1616 3.0621 -2.4 -1.0 -0.2 0.079
H -1.9245 0.4728 3.7132 1.1 0.2 0.1 0.134
H -2.6387 -0.9757 4.1613 -0.1 -0.4 0.0 0.123
H -2.2932 1.2038 1.8197 -0.1 -0.2 -0.1 0.086
H -3.8936 0.5668 2.0902 0.1 -0.8 0.5 0.139
H -3.1072 0.2572 0.5747 3.3 -0.6 3.2 0.038
H 0.2987 0.2255 4.6445 -0.4 0.2 0.1 0.076
H 0.9277 -1.0340 5.3696 -1.6 0.6 -1.1 -0.027
C 0.1977 0.6939 -8.6648 -1.3 -0.7 -0.2 -0.051
C 0.7925 0.7607 -7.2447 0.7 1.0 -0.5 -0.403
C 1.4213 -0.5067 -6.8360 0.2 -2.8 -0.5 -0.219
O 2.0687 -0.5420 -5.5704 -0.7 -2.0 -2.2 -0.217
C 1.3244 -1.1858 -4.5549 1.4 1.6 0.5 -0.097
N 1.8461 1.7637 -7.3549 0.7 0.5 -1.1 0.027
H -0.6540 1.3568 -8.8174 0.0 0.2 0.4 0.075
H -0.1891 -0.2939 -8.9156 -0.2 -0.3 0.3 0.072
H 0.8253 0.9014 -9.5315 0.8 0.2 0.6 0.077
H 0.0744 1.0456 -6.4757 -0.3 0.3 -0.2 0.144
H 2.1253 -0.8225 -7.6058 0.8 0.5 -0.1 0.133
H 0.7681 -1.3733 -6.9380 -0.8 0.0 0.5 0.122
H 2.0923 -1.4212 -3.8180 -0.1 -0.6 0.2 0.110
H 0.7164 -2.0586 -4.7931 0.1 0.1 -0.5 0.108
H 0.7639 -0.3956 -4.0553 0.3 -0.8 -1.9 0.029
H 2.5232 1.8412 -6.6094 -0.8 -0.5 0.1 0.020
H 2.4566 1.3836 -8.0641 0.0 0.2 -0.8 0.081
C 1.1483 -3.7723 0.8991 -0.7 -1.9 -0.4 -0.034
C 1.9053 -2.8873 1.8359 0.6 -0.5 -0.1 -0.316
C 3.3030 -3.3609 2.2653 1.1 -1.8 -0.4 -0.166
O 4.1985 -3.4359 1.1637 0.9 1.2 -1.6 -0.212
C 5.5698 -3.9127 1.2624 -1.4 0.5 0.4 -0.063
N 1.9573 -1.5514 1.2250 0.6 -3.7 -0.6 -0.001
H 0.1286 -3.5100 0.6171 0.7 0.9 0.8 0.030
H 0.9066 -4.7374 1.3444 0.7 -0.4 0.0 0.086
H 1.5878 -3.9139 -0.0883 0.8 -0.1 0.2 0.102
H 1.3945 -2.8090 2.7956 -0.3 -0.2 -0.2 0.106
H 3.3112 -4.4127 2.5510 -1.0 -0.2 0.8 0.129
H 3.6968 -2.7932 3.1083 0.0 0.4 -0.3 0.095
H 6.0511 -3.5611 2.1750 0.0 -0.1 0.2 0.079
H 6.1382 -3.5057 0.4261 -0.3 0.1 -0.1 0.083
H 5.5896 -5.0005 1.1959 0.0 -0.1 0.2 0.081
H 2.7113 -1.6152 0.5561 0.0 0.2 0.1 0.101
H 1.1006 -1.4582 0.6982 -0.1 -0.6 1.1 0.054
C 2.0677 5.4678 -5.1526 0.6 0.4 0.2 -0.046
C 2.4463 4.3539 -4.1301 -1.8 -0.7 -0.8 -0.437
C 2.2194 3.0655 -5.0155 1.2 0.4 0.6 -0.147
C 2.8577 1.7375 -4.5325 0.9 2.2 1.1 -0.155
C 4.3570 2.0003 -4.2169 -0.6 1.0 0.3 -0.103
C 4.6417 3.2126 -3.2057 -0.5 -1.1 0.0 -0.397
N 3.8543 4.4398 -3.7067 0.6 -0.8 -0.6 -0.073
O 4.0581 5.6355 -2.9463 -0.3 -0.9 0.7 -0.026
C 4.2911 2.7242 -1.7280 -0.6 1.3 -1.3 -0.018
C 6.1811 3.4758 -3.3052 -1.1 1.6 -0.5 -0.037
C 1.3510 4.3748 -3.0148 1.0 -0.6 0.3 -0.028
H 1.8407 6.4326 -4.6992 0.0 0.0 0.2 0.076
H 1.2104 5.1874 -5.7645 -0.2 -0.2 0.3 0.082
H 2.8587 5.6271 -5.8854 0.3 -0.1 0.1 0.082
H 1.1653 2.9728 -5.2770 -0.3 -0.1 0.6 0.114
H 2.6095 3.2962 -6.0067 0.5 0.5 0.4 0.088
H 2.6768 0.9279 -5.2396 0.6 0.7 0.9 0.057
H 2.4092 1.4758 -3.5741 -0.3 -0.4 0.0 0.083
H 4.9163 2.2076 -5.1293 -0.1 0.2 -0.2 0.103
H 4.8340 1.1158 -3.7949 0.0 -0.1 0.2 0.114
H 4.8749 1.8564 -1.4212 0.2 0.2 0.0 0.076
H 4.3917 3.5874 -1.0701 0.5 -0.1 0.3 0.081
H 3.2311 2.4873 -1.6362 0.0 -0.3 -0.3 0.037
H 6.5107 3.3612 -4.3378 0.2 -0.8 0.1 0.071
H 6.3253 4.5530 -3.2216 0.0 0.2 0.7 0.065
H 6.8167 2.9953 -2.5614 -0.3 -0.3 -0.2 0.081
H 1.3121 3.4458 -2.4460 1.9 0.9 0.1 0.013
H 0.3189 4.2292 -3.3338 0.3 1.3 -1.4 0.071
H 1.3917 5.2116 -2.3176 0.2 0.1 -0.2 0.101
H 4.4174 6.2928 -3.5466 0.1 -0.2 -0.4 0.094
C -5.3492 -4.5933 2.9327 -0.3 0.6 -0.1 -0.032
C -4.0363 -3.9255 3.3585 -0.2 -0.8 1.6 -0.449
C -3.1008 -5.0369 3.8806 1.4 -0.1 -0.8 -0.156
C -2.3910 -5.8633 2.8048 -1.5 0.8 -1.3 -0.150
C -1.8059 -4.8843 1.7239 0.3 -0.8 0.6 -0.133
C -2.7215 -3.7407 1.1488 1.0 -1.3 0.8 -0.401
N -3.3500 -3.1311 2.3310 0.7 -0.2 0.3 -0.064
O -3.9437 -1.8954 2.0454 -6.0 -3.8 -0.7 -0.021
C -1.7985 -2.6827 0.4209 -4.9 -7.5 1.0 -0.091
C -3.5819 -4.4393 0.1051 -0.8 1.0 0.5 -0.023
C -4.3387 -3.0490 4.6616 -0.3 1.2 -1.4 -0.022
H -5.9406 -3.8284 2.4296 -0.4 -0.1 0.1 0.085
H -5.8465 -4.9432 3.8374 -0.3 0.1 -0.1 0.078
H -5.2750 -5.4468 2.2588 0.4 0.1 0.0 0.066
H -2.2489 -4.5571 4.3624 -0.7 -0.3 0.5 0.068
H -3.5734 -5.7423 4.5641 -0.4 0.4 0.2 0.124
H -3.0991 -6.5182 2.2971 -0.3 -0.2 0.0 0.091
H -1.7063 -6.5417 3.3137 0.6 0.2 -0.4 0.108
H -1.5128 -5.4462 0.8371 0.4 -0.2 0.1 0.116
H -0.9163 -4.5041 2.2261 -0.1 -0.1 -0.9 0.057
H -1.2777 -2.0365 1.1275 -0.9 -8.3 3.2 0.010
H -1.0831 -3.1915 -0.2252 -0.4 -0.2 0.0 0.109
H -2.3674 -2.0448 -0.2555 -0.4 -1.9 1.6 0.062
H -4.4043 -3.7979 -0.2115 0.0 0.3 -0.2 0.077
H -2.8948 -4.5571 -0.7328 -0.4 -0.8 -0.2 0.089
H -4.0670 -5.3125 0.5415 0.4 -0.4 -0.6 0.064
H -4.8442 -2.1382 4.3406 -0.3 0.1 -0.3 0.070
H -3.4779 -2.6185 5.1732 0.4 -0.7 0.0 0.060
H -5.0341 -3.4278 5.4107 0.3 -0.8 -0.2 0.080
H -3.3085 -1.3230 2.4819 -1.7 -1.1 0.2 -0.095
C 1.5380 0.0391 -0.5597 1.2 0.7 -0.8 -0.043
C 0.4274 0.8446 0.0520 -1.8 0.0 0.7 -0.385
C 0.3851 2.2358 -0.6113 -0.6 -0.7 0.4 -0.115
C -0.1087 2.2317 -2.0279 -2.2 -1.6 0.0 -0.185
C -1.5142 1.4152 -2.1086 2.7 -0.1 0.7 -0.095
C -1.3940 -0.0032 -1.5499 0.2 -1.2 -0.5 -0.315
N -0.8588 0.1126 -0.1459 -0.3 4.3 -2.0 -0.024
O -0.9791 -1.1416 0.4855 9.5 10.5 -7.3 -0.153
C -2.8642 -0.6707 -1.5507 4.2 0.3 0.3 0.003
C -0.4507 -0.8411 -2.5457 -1.6 0.4 2.2 -0.030
C 0.6074 1.0518 1.6433 0.2 -0.9 -3.5 0.035
H 1.7819 0.2943 -1.5910 -0.3 0.1 -0.1 0.087
H 1.3556 -1.0323 -0.4763 0.0 1.3 -1.9 0.072
H 2.4279 0.2841 0.0201 -0.3 -0.5 -1.3 0.049
H -0.3320 2.8440 -0.0601 0.7 0.2 0.5 0.093
H 1.4254 2.5607 -0.5939 -0.1 0.7 0.4 0.114
H 0.7338 1.8951 -2.6321 -0.6 -0.9 -0.5 0.080
H -0.2633 3.2275 -2.4434 -0.8 -0.8 1.0 0.038
H -1.8398 1.5549 -3.1394 0.0 -1.6 0.0 0.109
H -2.2613 1.9348 -1.5086 0.8 -0.5 -0.1 0.073
H -2.7316 -1.7512 -1.4959 -0.4 0.3 -1.7 0.085
H -3.3845 -0.5114 -0.6063 1.8 -1.2 -2.4 0.038
H -3.5106 -0.3381 -2.3629 2.7 -0.3 0.5 0.060
H 0.3403 -0.2040 -2.9414 -1.3 -0.1 1.5 0.009
H 0.0206 -1.6853 -2.0424 0.1 0.0 0.3 0.089
H -1.0527 -1.3269 -3.3136 -0.1 0.5 -0.4 0.096
H -0.3126 1.3720 2.1325 0.2 0.2 -0.1 0.088
H 1.4661 1.7161 1.7400 -0.6 0.3 0.2 0.069
H 0.9705 0.0872 1.9980 -1.3 2.1 -0.7 0.036
H -1.5565 -0.9609 1.2308 -0.1 1.9 0.6 -0.088
C 3.2899 1.8537 3.4695 -0.8 -1.2 0.7 -0.019
C 3.7937 0.4010 3.1988 0.1 0.9 -1.1 -0.417
C 5.2376 0.2825 3.7172 -0.9 0.1 0.0 -0.137
C 5.3464 -0.0055 5.2232 0.4 -0.9 -1.8 -0.172
C 4.4800 -1.1712 5.6347 -1.9 0.2 -0.1 -0.140
C 2.9659 -0.9867 5.2547 0.4 -0.2 0.4 -0.380
N 2.9296 -0.7015 3.7611 1.6 0.7 0.8 -0.011
O 1.6218 -0.5715 3.2706 4.1 1.7 4.7 -0.248
C 2.1832 -2.3677 5.5073 0.4 0.7 0.1 -0.010
C 2.3669 0.0986 6.2239 -0.3 0.4 -0.9 -0.020
C 3.8659 0.3319 1.6162 0.4 -0.9 1.3 -0.029
H 2.2032 1.8788 3.3890 0.0 -0.1 0.5 0.057
H 3.5927 2.5791 2.7144 0.7 -0.1 0.3 0.092
H 3.5846 2.0688 4.4966 -0.1 0.8 -0.2 0.067
H 5.6978 -0.4525 3.0569 0.5 -0.3 0.4 0.114
H 5.6929 1.2527 3.5180 0.2 -0.1 -0.2 0.118
H 5.1039 0.9108 5.7615 0.3 -0.2 0.3 0.106
H 6.3658 -0.3649 5.3637 0.3 0.7 0.5 0.112
H 4.5678 -1.2077 6.7206 -0.3 -0.6 0.1 0.118
H 4.6897 -2.1401 5.1816 0.9 0.1 0.0 0.113
H 2.3024 -3.1223 4.7298 0.7 0.1 0.2 0.074
H 2.3672 -2.7598 6.5075 0.6 -0.1 -0.1 0.101
H 1.1038 -2.2157 5.5045 1.0 -1.3 0.4 0.033
H 2.2094 -0.2539 7.2432 0.2 -0.3 0.0 0.097
H 2.9267 1.0324 6.2749 0.3 -0.2 -0.1 0.071
H 1.3817 0.3745 5.8480 0.8 0.6 0.8 0.050
H 4.1093 -0.6633 1.2443 -0.1 -0.2 0.4 0.076
H 4.7146 0.8798 1.2067 -0.2 0.9 0.4 0.094
H 2.8957 0.6129 1.2064 1.2 0.4 0.8 0.026
H 1.6731 -1.1207 2.4849 1.2 0.1 -1.1 -0.066


3.
5
Properties=species:S:1:pos:R:3:forces:R:3:lowdin_charge:R:1 method="wB97M-V/def2-TZVPD" mol_weight_g_mol=104.5 smiles=FC(F)(F)Cl homo_ev=-12.4
C 0.0525 -0.0548 0.0176 -3.4 -0.1 -1.3 -1.108
F -0.5403 -1.2093 -0.3070 0.5 -0.2 -1.6 0.106
F -0.3751 0.1701 1.1808 -4.8 2.7 4.2 0.155
F 1.2425 -0.1796 0.3263 7.1 -1.0 -2.6 0.208
Cl -0.3797 1.2736 -1.2177 0.7 -1.5 1.3 0.640


4.
13
Properties=species:S:1:pos:R:3:forces:R:3:lowdin_charge:R:1 method="wB97M-V/def2-TZVPD" mol_weight_g_mol=115.1 homo_ev=-18.7 total_charge=+1
C 0.6089 -1.3139 -0.0371 4.3 -0.1 0.0 0.081
C 0.7230 1.2939 -0.0179 0.0 -0.6 -3.1 0.177
C -1.3563 0.0152 -0.0083 -1.1 1.5 1.0 -0.724
O 0.0069 -0.0170 -0.5083 0.2 -0.1 1.5 -0.093
F -1.3877 0.0595 1.3400 0.6 -0.3 -1.3 0.214
F -1.9633 -0.9722 -0.4982 -0.5 -3.0 -0.2 0.303
F -1.9816 1.0569 -0.4709 0.5 1.5 -0.1 0.249
H 0.3414 -2.2127 -0.6669 -0.6 1.3 1.0 0.144
H 1.7617 -1.1720 -0.3065 -2.5 -0.2 0.6 0.162
H 0.5562 -1.2956 1.0989 -0.4 -0.6 -1.6 0.145
H -0.1560 1.9085 -0.0336 0.6 1.1 0.1 0.112
H 1.2897 1.1949 0.8332 0.2 -0.9 2.8 0.089
H 1.5572 1.4545 -0.7245 -1.2 0.2 -0.6 0.140


5.
68
Properties=species:S:1:pos:R:3:forces:R:3:lowdin_charge:R:1 method="wB97M-V/def2-TZVPD" mol_weight_g_mol=787.7 homo_ev="-10.9 / -10.6" total_charge=+1 spin_multiplicity=2
Ir -0.4913 -0.4221 -2.3620 0.0 -0.4 0.1 1.320
O 2.3052 -2.5975 -0.1748 0.0 -0.2 0.0 0.082
C 1.5814 -2.0209 -0.9575 0.0 0.5 -0.1 -0.540
O 0.6378 -1.1636 -0.6193 -0.1 -0.1 -0.2 -0.247
C 1.7333 -2.2516 -2.4455 -0.1 -0.1 0.0 -0.149
C 2.6469 -3.0935 -3.0503 -0.1 0.1 0.0 0.035
C 2.5935 -3.2264 -4.4345 0.0 0.0 0.0 -0.009
C 1.6341 -2.5458 -5.1778 0.0 0.0 0.0 0.040
C 0.7468 -1.7240 -4.5114 0.0 0.0 0.0 -0.140
N 0.8439 -1.5985 -3.1877 0.0 0.0 0.1 -0.046
C -0.4096 -0.9396 -5.1333 0.0 0.0 0.1 -0.559
O -0.5764 -0.9611 -6.3262 0.0 0.0 0.0 0.107
O -1.1594 -0.3071 -4.2615 0.0 0.0 -0.2 -0.174
H 3.3642 -3.6248 -2.4417 0.0 0.0 0.0 0.128
H 3.2991 -3.8747 -4.9364 0.0 0.0 0.0 0.119
H 1.5536 -2.6387 -6.2518 0.0 0.0 0.0 0.133
O -1.1448 2.8842 0.3085 0.0 0.0 0.1 0.187
C -0.6542 2.0955 1.0467 -0.1 0.0 -0.1 -0.384
O -0.2516 0.8392 0.5576 0.0 0.1 -0.1 -0.141
C -0.3689 2.1890 2.4873 0.0 0.0 0.0 -0.137
C -0.5950 3.3101 3.2760 0.0 -0.1 0.0 0.020
C -0.2321 3.2400 4.6087 0.0 0.0 0.0 -0.037
C 0.3475 2.0792 5.1259 0.0 0.1 0.0 -0.036
C 0.5714 0.9683 4.3271 0.0 -0.1 0.0 -0.034
C 0.1967 1.0311 2.9926 0.0 -0.1 0.0 -0.209
P 0.4193 -0.1605 1.6294 0.0 0.3 0.6 1.079
C -0.5820 -1.5773 2.0837 0.0 0.0 -0.1 -0.247
C -0.3293 -2.8777 1.6441 0.2 0.0 0.1 -0.047
C -1.1588 -3.9145 2.0368 0.0 0.0 0.0 -0.047
C -2.2544 -3.6691 2.8523 0.0 0.0 0.0 -0.051
C -2.5147 -2.3796 3.2913 0.0 0.0 0.0 -0.061
C -1.6811 -1.3384 2.9188 0.0 0.0 -0.1 -0.063
C 2.1962 -0.2538 1.5669 -0.2 -0.2 -0.2 -0.300
C 2.8553 -1.0794 2.4695 0.0 0.0 0.0 -0.072
C 4.2392 -1.0588 2.5104 0.0 0.0 0.0 -0.052
C 4.9477 -0.2240 1.6569 0.0 0.0 0.0 -0.051
C 4.2786 0.5919 0.7548 0.0 0.0 0.0 -0.048
C 2.8936 0.5816 0.7036 0.0 0.0 0.0 -0.053
H -1.0343 4.2007 2.8476 0.0 0.0 0.0 0.131
H -0.3898 4.0913 5.2564 0.0 0.0 0.0 0.116
H 0.6320 2.0491 6.1693 0.0 0.0 0.0 0.117
H 1.0290 0.0796 4.7430 0.0 0.0 0.0 0.119
H 0.5357 -3.0958 1.0391 0.1 0.1 -0.1 0.091
H -0.9424 -4.9203 1.7036 0.0 0.0 0.0 0.117
H -2.9004 -4.4838 3.1515 0.0 0.0 0.0 0.115
H -3.3624 -2.1795 3.9324 0.0 0.0 0.0 0.113
H -1.9032 -0.3445 3.2758 0.0 0.1 0.0 0.110
H 2.3021 -1.7560 3.1101 0.0 0.0 0.0 0.118
H 4.7651 -1.7058 3.1991 0.0 0.0 0.0 0.114
H 6.0289 -0.2158 1.6893 0.0 0.0 0.0 0.113
H 4.8347 1.2336 0.0849 0.0 0.0 0.0 0.114
H 2.3657 1.2005 -0.0125 0.0 0.0 0.0 0.123
C -1.6286 4.3967 -3.2109 0.0 0.0 0.0 0.020
N -2.2280 3.2202 -2.5865 -0.1 -0.1 0.1 -0.027
C -3.5197 3.1802 -2.1815 0.0 0.0 0.0 -0.019
C -4.0697 2.0716 -1.6360 0.0 0.1 0.0 0.016
C -3.2421 0.9195 -1.5160 0.1 0.1 -0.1 -0.358
N -1.9771 0.9732 -1.8942 0.1 0.1 0.0 -0.011
C -1.4269 2.1147 -2.4142 0.4 0.0 -0.2 -0.542
O -0.2404 2.1009 -2.7471 -0.4 0.0 0.2 0.026
N -3.7051 -0.2350 -1.0241 0.0 0.0 0.1 0.190
H -2.3838 5.1747 -3.2784 0.0 0.0 0.0 0.096
H -1.2689 4.1386 -4.2042 0.0 0.0 0.0 0.108
H -0.7892 4.7427 -2.6121 0.0 0.0 0.0 0.104
H -4.0872 4.0881 -2.3306 0.0 0.0 0.0 0.141
H -5.1022 2.0570 -1.3263 0.0 0.0 0.0 0.116
H -4.6710 -0.3417 -0.7757 0.0 0.0 0.0 0.118
H -3.1023 -1.0418 -1.0291 0.0 0.0 0.0 0.098


Summary of energy above the lowest of the compared OMol25 structures with the same formula, charge and spin in kcal per mole
32.23 719.45 25.75 14.49 3.49
(order as listed above)